Entry from the Open Molecules 2025 dataset: C5H9N3 in the gas phase at a distorted geometry (ωB97M-V/def2-TZVPD).

```
17
Properties=species:S:1:pos:R:3
C 1.588 0.685 -0.386
N 1.717 -0.552 -0.773
N 1.376 -1.316 0.465
C 0.252 -1.857 0.387
C -0.767 -1.272 -0.379
N -1.529 -0.185 0.069
C -0.677 1.044 0.063
C 0.807 1.010 0.812
H 1.438 1.512 -1.353
H 0.177 -2.254 1.557
H -1.702 -1.761 -0.636
H -0.205 -0.899 -1.356
H -2.237 0.174 -0.734
H -1.293 1.919 0.310
H -0.489 1.556 -0.871
H 0.994 2.033 1.324
H 0.549 0.161 1.501
```

Values from the calculation:
Orbital gap = 9.7 eV
SMILES = C1=N\N=C/CNCC/1
2S+1 = 1
E_tot = -9794.3735 eV
LUMO = 0.63 eV